(1)
DFT (wB97M-V/def2-TZVPD) results for a molecular structure, C31H61BrCeN7O3Si3.

Each line ends with the Löwdin spin population.
Positions of all 107 atoms, in Å:
1 Ce 0.425 0.395 -0.102  1.01
2 C 2.677 -2.497 -0.933  0.00
3 C 1.225 -2.893 -1.021  0.00
4 N 0.423 -1.831 -1.659  0.00
5 C 0.750 -1.628 -3.075  0.00
6 C 1.701 -0.489 -3.332  0.00
7 C 2.302 -0.380 -4.576  0.00
8 C 3.147 0.684 -4.818  0.00
9 C 3.405 1.579 -3.791  0.00
10 C 2.783 1.395 -2.573  0.00
11 C 3.090 2.308 -1.416  0.00
12 N 3.013 1.612 -0.124  0.00
13 C 4.190 0.774 0.167  0.00
14 C 4.116 -0.598 -0.460  0.00
15 N 2.841 -1.258 -0.160  0.00
16 N 1.913 0.393 -2.352  0.00
17 H 3.064 -2.309 -1.937  0.00
18 H 3.268 -3.324 -0.530  0.00
19 H 0.810 -3.061 -0.026  0.00
20 H 1.139 -3.830 -1.580  0.00
21 H -0.549 -2.121 -1.608  0.00
22 H -0.171 -1.431 -3.618  0.00
23 H 1.169 -2.542 -3.507  0.00
24 H 2.102 -1.123 -5.339  0.00
25 H 3.622 0.801 -5.784  0.00
26 H 4.101 2.397 -3.925  0.00
27 H 2.369 3.126 -1.396  0.00
28 H 4.074 2.756 -1.578  0.00
29 H 2.984 2.336 0.581  0.00
30 H 4.258 0.676 1.249  0.00
31 H 5.107 1.269 -0.168  0.00
32 H 4.972 -1.191 -0.123  0.00
33 H 4.200 -0.525 -1.544  0.00
34 H 2.828 -1.500 0.825  0.00
35 O 3.423 2.538 6.147  0.00
36 C 3.015 1.955 5.017  0.00
37 C 3.345 0.656 4.636  0.00
38 C 2.840 0.175 3.448  0.00
39 N 2.047 0.874 2.618  0.00
40 C 1.801 2.114 3.010  0.00
41 Br 0.811 3.174 1.786  0.00
42 C 2.221 2.719 4.168  0.00
43 H 3.988 1.953 6.669  0.00
44 H 3.984 0.034 5.251  0.00
45 H 3.093 -0.832 3.147  0.00
46 H 1.967 3.739 4.418  0.00
47 C 0.276 3.724 -2.547  0.00
48 O -0.239 2.567 -1.881  0.00
49 Si -1.668 1.809 -2.459  0.00
50 C -1.149 1.300 -4.169  0.00
51 C -3.086 2.957 -2.845  0.00
52 C -1.964 0.733 -0.994  0.00
53 Si -2.962 -0.814 -1.378  0.00
54 C -2.800 -1.390 -3.170  0.00
55 C -4.798 -0.704 -1.115  0.00
56 C -2.450 -2.364 -0.389  0.00
57 Si -2.690 1.918 0.309  0.00
58 C -2.169 3.719 0.106  0.00
59 C -2.087 1.559 2.074  0.00
60 C -4.539 1.986 0.480  0.00
61 H -0.534 4.315 -2.978  0.00
62 H 0.969 3.451 -3.346  0.00
63 H 0.789 4.359 -1.824  0.00
64 H -0.950 2.250 -4.682  0.00
65 H -1.944 0.810 -4.731  0.00
66 H -0.241 0.701 -4.235  0.00
67 H -3.567 2.590 -3.757  0.00
68 H -2.771 3.986 -3.049  0.00
69 H -3.841 2.997 -2.062  0.00
70 H -1.987 -0.954 -3.736  0.00
71 H -3.719 -1.139 -3.712  0.00
72 H -2.698 -2.479 -3.214  0.00
73 H -5.240 0.117 -1.689  0.00
74 H -5.089 -0.579 -0.072  0.00
75 H -5.242 -1.640 -1.474  0.00
76 H -1.597 -2.247 0.280  0.00
77 H -2.241 -3.195 -1.073  0.00
78 H -3.293 -2.694 0.225  0.00
79 H -1.104 3.862 -0.084  0.00
80 H -2.424 4.231 1.040  0.00
81 H -2.704 4.230 -0.695  0.00
82 H -1.287 0.829 2.207  0.00
83 H -2.930 1.198 2.663  0.00
84 H -1.768 2.499 2.523  0.00
85 H -5.068 2.033 -0.472  0.00
86 H -4.774 2.896 1.042  0.00
87 H -4.938 1.139 1.041  0.00
88 C -2.952 -1.508 2.700  0.00
89 N -1.758 -2.101 3.278  0.00
90 C -1.923 -2.573 4.651  0.00
91 C -0.584 -2.183 2.616  0.00
92 O -0.198 -1.319 1.774  0.00
93 N 0.183 -3.276 2.878  0.00
94 C 1.589 -3.296 2.542  0.00
95 C -0.367 -4.580 3.249  0.00
96 H -3.705 -2.282 2.538  0.00
97 H -2.720 -1.032 1.757  0.00
98 H -3.362 -0.769 3.386  0.00
99 H -2.336 -1.757 5.244  0.00
100 H -0.966 -2.851 5.079  0.00
101 H -2.607 -3.421 4.714  0.00
102 H 1.890 -2.298 2.265  0.00
103 H 1.785 -3.980 1.712  0.00
104 H 2.178 -3.632 3.398  0.00
105 H -1.446 -4.590 3.131  0.00
106 H -0.113 -4.863 4.271  0.00
107 H 0.050 -5.329 2.574  0.00

The spin multiplicity is 2. As for the LUMO energy (alpha / beta): -4.396 / -4.388 eV. The calculated total energy is -156309.1852 eV. The expectation value of S² is 0.75. The energy relative to the best compared isomer or geometry (same formula, charge and spin) is 0.00 kJ/mol. As for the total charge: +2.

***

(2)
DFT (wB97M-V/def2-TZVPD) results for 5 unconnected molecules or ions with the total composition C35H59BN4O19P at a distorted geometry.

Each line ends with the Löwdin charge.
Positions of all 119 atoms, in Å:
1 C 1.328 -3.444 5.827  -0.06
2 C 1.296 -2.365 4.702  -0.28
3 O 1.340 -2.922 3.396  -0.17
4 C 0.044 -3.356 2.986  -0.18
5 C 0.241 -4.382 1.835  -0.16
6 O -0.773 -4.345 0.844  -0.12
7 C -0.474 -3.474 -0.232  -0.17
8 C -1.425 -2.253 -0.145  -0.16
9 O -1.126 -1.209 -1.076  -0.11
10 C 0.103 -0.531 -0.773  -0.12
11 C -0.220 0.975 -0.778  0.01
12 C 0.263 1.864 -1.792  -0.05
13 C 1.182 1.342 -2.901  -0.08
14 C 2.674 1.316 -2.509  -0.14
15 C 3.169 0.421 -1.541  -0.04
16 C 4.511 0.356 -1.199  -0.08
17 C 5.462 1.176 -1.803  -0.06
18 C 4.991 2.078 -2.757  -0.05
19 C 3.642 2.154 -3.114  -0.20
20 C 3.318 3.188 -4.212  -0.07
21 C -0.167 3.231 -1.692  -0.15
22 P 0.452 4.423 -3.019  0.91
23 N 1.724 5.300 -2.238  -0.14
24 O -0.690 5.562 -3.409  -0.31
25 C -0.995 3.655 -0.631  -0.24
26 N -1.398 5.009 -0.601  0.15
27 N -1.376 2.755 0.323  0.23
28 B -2.231 3.211 1.496  -0.61
29 O -3.346 2.440 1.805  0.20
30 O -2.005 4.327 2.228  0.13
31 C -0.622 4.552 2.603  -0.22
32 C -0.345 4.333 4.097  -0.05
33 C -1.004 1.473 0.231  -0.15
34 O -1.400 0.557 1.216  0.10
35 C -0.387 0.514 2.084  -0.30
36 N 0.567 0.261 2.709  0.28
37 H 2.326 -3.487 6.286  0.07
38 H 1.046 -4.433 5.431  0.08
39 H 0.614 -3.158 6.616  0.07
40 H 2.204 -1.749 4.823  0.12
41 H 0.421 -1.695 4.823  0.10
42 H -0.492 -3.830 3.827  0.13
43 H -0.513 -2.451 2.677  0.09
44 H 0.203 -5.379 2.307  0.13
45 H 1.264 -4.237 1.447  0.12
46 H -0.703 -3.983 -1.188  0.14
47 H 0.594 -3.193 -0.291  0.13
48 H -2.431 -2.619 -0.409  0.14
49 H -1.492 -1.861 0.884  0.10
50 H 0.779 -0.783 -1.599  0.11
51 H 0.489 -0.875 0.200  0.13
52 H 0.868 0.310 -3.136  0.13
53 H 0.986 1.933 -3.803  0.08
54 H 2.523 -0.291 -1.022  0.09
55 H 4.825 -0.359 -0.432  0.11
56 H 6.521 1.145 -1.540  0.11
57 H 5.745 2.712 -3.236  0.12
58 H 4.055 3.034 -5.013  0.09
59 H 2.283 3.154 -4.551  0.01
60 H 3.536 4.173 -3.765  0.07
61 H 1.738 6.231 -2.651  0.05
62 H 1.599 5.354 -1.230  0.04
63 H -0.692 6.279 -2.752  0.04
64 H -2.378 5.053 -0.880  0.12
65 H -1.229 5.460 0.291  0.09
66 H -4.051 2.779 1.225  0.14
67 H -0.409 5.618 2.391  0.13
68 H 0.116 3.964 2.028  0.13
69 H -1.110 4.772 4.754  0.10
70 H 0.587 4.885 4.320  0.09
71 H -0.123 3.284 4.355  0.08
72 C 5.673 -6.049 0.996  -0.04
73 O 4.996 -7.106 0.316  0.01
74 C 3.920 -6.717 -0.368  -0.62
75 O 3.501 -5.591 -0.449  0.11
76 O 3.388 -7.789 -0.949  0.01
77 C 2.213 -7.515 -1.718  -0.03
78 H 6.524 -6.489 1.510  0.09
79 H 6.039 -5.307 0.286  0.10
80 H 5.019 -5.584 1.733  0.10
81 H 2.436 -6.828 -2.533  0.09
82 H 1.424 -7.113 -1.083  0.09
83 H 1.873 -8.457 -2.140  0.10
84 C -6.453 8.856 -0.115  -0.03
85 O -5.375 8.004 -0.518  0.00
86 C -5.579 7.377 -1.675  -0.62
87 O -6.550 7.468 -2.371  0.15
88 O -4.500 6.619 -1.931  -0.03
89 C -4.577 5.882 -3.152  -0.04
90 H -6.171 9.307 0.833  0.09
91 H -6.610 9.648 -0.846  0.10
92 H -7.365 8.280 0.028  0.10
93 H -4.656 6.558 -4.002  0.11
94 H -5.418 5.189 -3.137  0.10
95 H -3.652 5.314 -3.234  0.07
96 C -2.690 -0.384 4.069  -0.04
97 O -2.749 -1.516 4.928  0.00
98 C -3.638 -1.400 5.923  -0.62
99 O -4.349 -0.452 6.121  0.13
100 O -3.594 -2.516 6.646  0.01
101 C -4.499 -2.535 7.753  -0.03
102 H -1.942 -0.592 3.310  0.04
103 H -3.649 -0.220 3.577  0.11
104 H -2.387 0.506 4.623  0.11
105 H -5.529 -2.459 7.409  0.10
106 H -4.268 -1.732 8.452  0.10
107 H -4.368 -3.488 8.259  0.10
108 C -0.811 -4.138 -5.886  -0.04
109 O 0.475 -4.011 -6.493  0.01
110 C 1.463 -4.591 -5.810  -0.62
111 O 1.348 -5.184 -4.769  0.12
112 O 2.597 -4.401 -6.481  0.01
113 C 3.750 -4.975 -5.861  -0.04
114 H -1.524 -3.629 -6.531  0.09
115 H -1.097 -5.185 -5.806  0.10
116 H -0.823 -3.662 -4.906  0.09
117 H 3.644 -6.056 -5.779  0.10
118 H 3.920 -4.532 -4.880  0.10
119 H 4.603 -4.754 -6.497  0.09

As for the LUMO energy: -4.404 eV. The calculated total energy is -92073.6597 eV. As for the total charge: +1.

***

(3)
DFT (wB97M-V/def2-TZVPD) results for C4H6N6 in the gas phase at a distorted geometry.

Each line ends with the Löwdin charge.
Positions of all 16 atoms, in Å:
1 N 0.145 -2.520 -0.117  0.06
2 N 0.316 -1.214 -0.096  0.01
3 C -0.519 -0.499 0.631  -0.39
4 N -1.655 -1.094 1.276  0.10
5 C -0.419 0.909 0.634  0.07
6 C 0.371 1.313 -0.402  -0.30
7 C 1.017 2.590 -0.778  -0.13
8 N 1.818 2.338 -1.728  -0.01
9 N 1.610 1.061 -2.149  -0.01
10 N 0.767 0.499 -1.401  -0.01
11 H 0.745 -3.113 -0.647  0.10
12 H -0.783 -2.927 0.086  0.10
13 H -2.030 -0.432 1.887  0.05
14 H -1.440 -2.052 1.666  0.10
15 H -0.930 1.560 1.347  0.13
16 H 0.988 3.582 -0.206  0.13

As for the LUMO energy: -1.102 eV. The calculated total energy is -13181.2111 eV. The structure (SMILES) is N/N=C(N)/C=C1/C=NN=N1. The energy relative to the best compared isomer or geometry (same formula, charge and spin) is 180.23 kJ/mol. As for the total charge: 0.